[1]
Molecular formula: C20H15FeN5O6S
Method: DFT, wB97M-V/def2-TZVPD

Summary:
Max |F| (eV/A): 0.84
Kohn-Sham gap (alpha / beta) (eV): 7.661 / 7.014
Spin multiplicity: 6
HOMO level (alpha / beta) (eV): -11.4 / -11.4
ΔE to the lowest compared entry with this formula, charge and spin (eV): 0.336
Net charge: +1
E_tot (eV): -85935.949

Each line ends with the Mulliken spin population.
Positions of all 48 atoms, in Å:
Fe 0.227 0.393 0.625  4.2747
S 4.080 -0.021 -1.885  0.0094
O -2.532 3.237 -0.170  0.0317
O -0.714 -0.790 1.943  0.1516
O 1.652 0.252 2.570  0.0377
O -0.239 -1.197 -0.348  0.1658
O -1.111 1.481 -0.177  0.1600
O 1.729 0.796 4.732  0.0010
N 3.439 -0.863 0.533  0.0090
N -1.309 -1.830 1.495  0.0053
N 1.862 0.472 -0.640  0.0792
N -1.045 -2.015 0.278  -0.0014
N -0.290 1.940 2.107  0.0574
C -1.722 2.524 0.354  0.0110
C 1.261 0.920 3.520  0.0112
C -1.275 2.743 1.771  -0.0014
C 1.747 1.065 -1.939  -0.0275
C -1.286 3.679 3.957  0.0012
C 3.031 -0.145 -0.522  -0.0013
C -2.301 -4.122 0.239  0.0015
C -2.883 -5.148 -0.484  0.0004
C -1.650 -3.116 -0.456  0.0017
C 0.204 1.942 3.347  -0.0138
C 2.957 1.415 -4.019  0.0000
C -0.262 2.800 4.317  0.0026
C 0.646 1.744 -2.451  0.0192
C -2.153 -4.140 -2.543  0.0003
C 0.717 2.249 -3.739  -0.0004
C -2.810 -5.161 -1.871  0.0001
C -1.563 -3.103 -1.834  0.0030
C 2.873 0.902 -2.733  0.0060
C -1.806 3.653 2.676  0.0050
C 1.862 2.095 -4.516  0.0011
H -0.249 1.867 -1.862  -0.0006
H -2.350 -4.100 1.318  -0.0002
H 3.853 1.288 -4.613  0.0001
H 1.896 2.506 -5.517  0.0001
H -2.106 -4.141 -3.624  0.0001
H 2.883 -0.897 1.367  -0.0004
H -3.270 -5.967 -2.429  0.0000
H 0.147 2.782 5.317  0.0005
H -2.609 4.308 2.364  0.0002
H -3.401 -5.942 0.039  0.0000
H 2.397 0.096 4.773  -0.0013
H -0.137 2.776 -4.146  -0.0001
H -1.052 -2.294 -2.335  0.0006
H 4.337 -1.310 0.523  0.0002
H -1.675 4.376 4.688  -0.0004

---

[2]
Molecular formula: C4H7NO2
Method: DFT, wB97M-V/def2-TZVPD

Summary:
SMILES: C/C(CC=O)=N\O
Max |F| (eV/A): 1.77
Kohn-Sham gap (eV): 10.312
Spin multiplicity: 1
HOMO level (eV): -9.6
ΔE to the lowest compared entry with this formula, charge and spin (eV): 4.237
Net charge: 0
E_tot (eV): -9843.043

Each line ends with the natural charge from an NBO analysis.
Positions of all 14 atoms, in Å:
O -1.984 0.105 -1.272  -0.5703
O 1.997 0.934 1.034  -0.5587
N 1.457 0.137 0.041  -0.1650
C -0.824 -0.093 -1.585  0.3840
C -0.651 0.530 1.263  -0.6976
C 0.213 -0.117 0.204  0.2536
C -0.193 -1.267 -0.957  -0.5085
H 0.781 -1.725 -1.109  0.2461
H -1.669 0.152 1.192  0.2493
H 2.946 0.861 0.850  0.4826
H -0.198 0.636 -2.118  0.1439
H -0.709 1.634 1.242  0.2456
H -0.192 0.274 2.222  0.2424
H -0.974 -2.061 -1.008  0.2527

---

[3]
Molecular formula: C10H23NSi
Method: DFT, wB97M-V/def2-TZVPD

Summary:
Max |F| (eV/A): 5.40
Kohn-Sham gap (alpha / beta) (eV): 7.349 / 7.350
Spin multiplicity: 1
HOMO level (alpha / beta) (eV): -7.3 / -7.3
ΔE to the lowest compared entry with this formula, charge and spin (eV): 4.037
Net charge: 0
E_tot (eV): -20105.661

Each line ends with the natural charge from an NBO analysis.
Positions of all 35 atoms, in Å:
Si -1.013 0.127 -0.262  1.7799
N 1.736 -0.237 -0.867  -0.8780
C 2.648 0.036 0.298  -0.2452
C 0.393 2.447 0.313  -0.6386
C -1.638 -1.523 0.348  -0.7534
C -1.614 0.553 -1.971  -0.7745
C 4.131 -0.260 -0.298  -0.6270
C -1.092 1.359 -2.905  -0.2775
C -2.944 -2.169 -0.206  -0.5859
C -0.764 1.379 2.430  -0.6031
C -0.753 1.655 0.878  -0.7038
C -0.554 -2.539 0.349  -0.6032
H 1.592 -1.244 -0.895  0.3140
H 4.648 -1.125 0.195  0.1947
H -3.736 -1.466 -0.320  0.2050
H 2.395 -0.407 1.201  0.1628
H 0.974 2.627 1.253  0.2117
H -1.341 0.483 2.674  0.2021
H -2.455 -0.124 -2.178  0.2191
H -2.819 -2.485 -1.252  0.1976
H 4.020 -0.444 -1.362  0.2230
H 4.778 0.582 -0.188  0.2006
H -1.578 2.396 0.635  0.2415
H -0.070 -2.821 -0.507  0.2168
H 0.226 -2.202 0.979  0.2156
H -0.139 2.020 -2.659  0.2080
H 2.542 1.150 0.423  0.1765
H -3.247 -3.017 0.229  0.2080
H 0.868 1.815 -0.447  0.2539
H -0.966 -3.387 0.885  0.2033
H -1.483 1.487 -3.870  0.1928
H -2.039 -1.378 1.437  0.2373
H 0.103 3.408 -0.062  0.2077
H -1.021 2.184 3.105  0.2155
H 0.212 1.124 2.614  0.2031

---

[4]
Molecular formula: C16H46BeF6N3O9P
Method: DFT, wB97M-V/def2-TZVPD

Summary:
Max |F| (eV/A): 3.70
Kohn-Sham gap (eV): 2.871
Spin multiplicity: 1
HOMO level (eV): -9.1
ΔE to the lowest compared entry with this formula, charge and spin (eV): 0.000
Net charge: 0
E_tot (eV): -66228.037

Each line ends with the Mulliken charge.
Positions of all 82 atoms, in Å:
P 29.605 -18.469 28.191  1.4285
F 29.544 -18.841 29.770  -0.3708
F 28.761 -19.829 27.816  -0.5741
F 29.722 -18.020 26.641  -0.3798
F 28.215 -17.661 28.362  -0.3659
F 30.989 -19.293 28.032  -0.3407
F 30.481 -17.147 28.566  -0.3776
O 26.964 -23.372 26.830  -0.6820
O 25.477 -17.287 31.845  -0.3447
O 28.417 -22.672 30.814  -0.5105
O 25.961 -21.656 27.871  -0.3483
O 32.497 -23.275 28.032  -0.3197
O 25.196 -23.821 27.999  -1.0490
O 21.954 -21.857 24.356  -0.3746
O 28.532 -26.336 25.625  -0.4507
O 23.595 -22.533 29.767  -0.6023
N 27.148 -20.253 30.437  -0.2652
N 23.115 -24.878 26.133  -0.6747
N 29.793 -22.481 27.625  -0.2649
C 22.166 -24.942 23.931  -1.6268
C 32.138 -22.384 26.993  -0.8071
C 25.345 -20.287 32.030  -1.5498
C 33.180 -24.412 27.598  -0.6730
C 26.017 -22.955 27.564  1.2669
C 30.722 -22.619 26.505  1.0966
C 26.598 -18.100 31.560  -0.8970
C 28.790 -25.246 24.739  -0.2659
C 25.833 -16.206 32.675  -0.7882
C 21.990 -22.857 25.351  -0.1898
C 27.313 -23.459 31.174  -0.3241
C 23.165 -21.124 24.269  -0.5878
C 30.261 -21.721 25.357  -1.3187
C 22.852 -24.051 24.949  0.8236
C 23.040 -21.329 29.288  -0.5003
C 26.058 -19.417 31.008  0.7884
Be 27.020 -25.718 27.622  0.9795
H 28.533 -24.307 25.224  -0.0973
H 30.543 -20.707 25.660  0.3370
H 21.765 -24.407 23.065  0.3671
H 26.679 -21.316 27.303  0.1118
H 23.087 -20.398 23.461  0.2821
H 24.015 -21.764 24.021  0.2171
H 22.271 -25.051 26.677  0.3333
H 32.883 -22.457 26.189  0.4262
H 27.735 -19.676 29.836  0.0962
H 23.624 -24.293 26.799  0.1294
H 29.676 -21.496 27.851  0.3108
H 24.861 -21.197 31.677  0.2683
H 29.188 -21.688 25.161  0.3221
H 26.734 -15.693 32.324  0.3133
H 26.864 -22.997 32.059  0.1885
H 30.628 -23.634 26.100  -0.2653
H 26.549 -23.560 30.388  0.0259
H 28.910 -22.710 27.175  0.0293
H 27.671 -24.448 31.465  0.2425
H 27.228 -17.575 30.835  0.4753
H 22.840 -25.712 23.554  0.3419
H 23.813 -23.739 24.542  0.2117
H 25.432 -19.199 30.137  0.1703
H 29.824 -25.126 24.412  0.3253
H 22.526 -20.760 30.065  0.3783
H 28.163 -25.353 23.852  0.3473
H 27.232 -18.346 32.422  0.4122
H 30.727 -21.945 24.394  0.4028
H 26.632 -20.895 29.845  0.0908
H 22.306 -22.517 26.353  -0.0976
H 34.015 -24.159 26.928  0.3202
H 24.190 -22.866 29.066  0.2782
H 33.629 -24.936 28.439  0.2759
H 28.992 -27.144 25.383  0.2777
H 23.791 -20.594 28.972  0.0797
H 22.367 -21.478 28.439  0.2548
H 23.320 -20.574 25.201  0.2479
H 21.272 -25.436 24.322  0.3523
H 20.974 -23.102 25.682  0.3912
H 25.975 -20.563 32.883  0.3330
H 32.558 -25.072 26.977  0.1951
H 24.992 -15.532 32.816  0.2556
H 26.075 -16.585 33.678  0.3153
H 28.183 -21.711 30.883  0.4882
H 32.325 -21.363 27.335  0.2695
H 24.591 -19.733 32.602  0.4093

---

[5]
Molecular formula: C4H8BrI
Method: DFT, wB97M-V/def2-TZVPD

Summary:
SMILES: C[C@@H](Br)[C@@H](C)I
Max |F| (eV/A): 3.28
Kohn-Sham gap (eV): 9.960
Spin multiplicity: 1
HOMO level (eV): -9.7
ΔE to the lowest compared entry with this formula, charge and spin (eV): 0.284
Net charge: 0
E_tot (eV): -82420.233

Each line ends with the natural charge from an NBO analysis.
Positions of all 14 atoms, in Å:
I 2.568 -0.556 -0.008  0.0796
Br -2.158 -1.027 -0.087  -0.0392
C -0.321 -0.745 0.589  -0.2570
C 0.135 0.753 -1.519  -0.6684
C 0.483 -0.531 -0.694  -0.3148
C -0.274 0.332 1.708  -0.6643
H 0.805 1.618 -1.483  0.2235
H -0.011 -1.742 0.886  0.2246
H -0.822 1.135 -1.356  0.2292
H 0.145 0.479 -2.535  0.2205
H 0.203 -0.090 2.660  0.2356
H 0.169 -1.436 -1.452  0.2595
H 0.393 1.168 1.292  0.2291
H -1.314 0.643 1.999  0.2422

---

[6]
Molecular formula: H80O40
Method: DFT, wB97M-V/def2-TZVPD

Summary:
Max |F| (eV/A): 17.24
Kohn-Sham gap (eV): 9.986
Spin multiplicity: 1
HOMO level (eV): -10.9
ΔE to the lowest compared entry with this formula, charge and spin (eV): 18.349
Net charge: 0
E_tot (eV): -83187.467

Each line ends with the Mulliken charge.
Positions of all 120 atoms, in Å:
O -3.785 -4.278 -1.991  -0.6258
O -2.346 -1.659 -0.917  0.1558
O -2.727 1.526 -0.324  -0.0660
O -4.754 1.447 -3.604  -0.7039
O -3.066 2.915 1.863  -0.7814
O -0.820 -4.314 -2.489  -0.5974
O 0.930 4.045 3.487  -0.6865
O 2.900 -3.097 2.005  -0.6587
O 0.410 -2.177 3.001  -0.4428
O 2.906 3.377 -0.763  -0.5959
O -2.277 2.537 4.278  -0.6611
O 2.731 -2.535 -5.308  -0.6518
O 2.348 0.605 -3.429  -0.7483
O -0.986 -4.759 3.406  -0.5957
O -0.448 4.454 0.889  -0.4056
O 2.084 -4.246 4.871  -0.5899
O -5.226 -1.331 -3.883  -0.7253
O -1.180 0.053 0.918  0.7728
O 3.092 -0.134 3.940  -0.6402
O -4.472 3.143 -1.513  -0.6201
O -1.860 4.737 -2.171  -0.5824
O 0.978 1.416 3.094  -0.4264
O 1.137 -2.312 -2.795  -0.4523
O -0.475 0.330 -2.821  -0.3422
O -5.052 -2.799 3.454  -0.6103
O -4.335 -0.226 -1.795  -0.7158
O 5.408 -1.631 2.222  -0.6164
O -5.695 -1.198 0.324  -0.6413
O 6.356 1.693 0.737  -0.6684
O 3.785 4.395 2.419  -0.7151
O 1.125 2.251 0.803  0.9011
O 1.042 3.083 -3.510  -0.4392
O -0.899 -4.242 0.472  -0.6364
O 4.844 0.273 -2.987  -0.6435
O 1.164 -4.150 -0.847  -0.4959
O -2.856 -1.428 2.025  -0.4581
O 3.688 -2.010 -2.245  -0.6777
O 3.940 1.739 2.365  -0.4899
O 0.777 5.397 -2.026  -0.6676
O 1.833 -0.851 -0.860  0.6698
H 2.890 -2.494 -4.367  0.3278
H 0.816 4.040 -3.381  0.2512
H 3.075 -2.004 -1.450  0.0158
H -4.303 -1.480 -4.114  0.3204
H -1.537 -2.254 -1.099  -0.1967
H 1.395 -3.651 4.994  0.2918
H 0.443 3.202 3.446  0.2867
H 1.941 -3.297 2.446  0.2507
H 2.403 -0.430 -3.716  0.4888
H 0.042 5.833 -2.268  0.2880
H -0.262 -3.916 -3.148  0.3100
H -3.978 -3.066 3.313  0.3234
H 0.941 0.433 3.005  0.0005
H -4.931 -1.757 3.510  0.3561
H -2.921 2.850 3.606  0.4076
H -3.930 2.354 -1.591  0.3442
H -0.313 -3.619 0.094  0.2573
H 0.371 0.494 -3.142  0.1271
H 3.415 5.146 2.830  0.2955
H -6.300 -2.123 0.473  0.3310
H 2.034 -3.127 -5.171  0.3340
H -2.690 4.661 -1.599  0.3135
H -6.434 -0.548 0.170  0.3294
H 0.777 5.497 -0.994  0.2707
H 1.332 -4.666 -0.067  0.2064
H 5.665 -1.125 1.381  0.3151
H 6.363 2.490 0.211  0.3072
H 1.158 1.509 4.005  0.2523
H 1.965 1.803 1.109  -0.2435
H 2.096 3.831 -0.991  0.2090
H 4.557 0.915 -3.661  0.3388
H -5.214 2.997 -2.050  0.2471
H 1.561 4.031 2.873  0.3429
H -0.215 -2.814 3.158  0.2129
H -2.679 -2.247 2.489  -0.0447
H 1.858 -2.890 -2.335  0.5205
H 4.380 1.919 3.125  0.1851
H -1.890 -4.705 2.916  0.2662
H -2.780 -1.834 1.191  0.4111
H 0.253 2.953 -4.127  0.2656
H -3.220 -3.843 -1.432  0.1032
H 0.499 -4.880 -1.183  0.4245
H -1.844 0.017 1.622  0.4211
H 4.119 -0.316 3.965  0.3256
H -5.238 1.135 -4.372  0.3109
H -2.196 2.326 1.896  0.3538
H -1.346 4.821 1.285  0.2698
H -4.415 0.859 -3.068  0.3176
H 2.405 -4.247 4.002  0.3331
H -1.664 -3.982 -2.594  0.2996
H -0.088 3.907 1.349  0.0850
H 5.160 -0.650 -3.326  0.3362
H 3.406 2.846 -1.382  0.2046
H 0.181 -1.884 2.039  0.1644
H 2.656 -1.053 -0.236  -0.0231
H -0.644 0.711 1.216  -0.5931
H 3.021 -2.154 1.989  0.3594
H -3.466 -0.646 -1.589  0.7614
H 1.322 -1.438 -2.277  -0.3690
H -2.014 -0.836 -1.165  -0.5557
H 5.523 1.769 1.312  0.4366
H 3.228 0.242 2.930  0.3161
H 3.985 2.539 1.892  0.3338
H -5.048 -0.830 -2.987  0.4899
H 2.049 0.604 -2.471  0.1743
H -1.908 3.797 -2.420  0.2074
H 4.012 -1.157 -2.487  0.4336
H -3.588 2.494 1.281  0.2737
H -2.493 0.546 -0.388  0.0366
H -1.826 3.336 4.760  0.3001
H 1.025 -0.441 -0.640  -0.2917
H 3.243 4.097 1.664  0.1766
H -1.781 1.959 -0.475  0.2212
H -1.488 -4.175 -0.500  0.3234
H -4.484 -3.768 -2.137  0.3567
H 4.925 -2.447 2.105  0.3112
H -4.839 -0.436 -0.916  0.3212
H 1.174 2.952 0.202  -0.1611
H -0.982 0.379 -3.821  0.3624
H -0.458 -5.377 2.926  0.3072

---

[7]
Molecular formula: C5H8O
Method: DFT, wB97M-V/def2-TZVPD

Summary:
Max |F| (eV/A): 0.39
Kohn-Sham gap (eV): 10.248
Spin multiplicity: 1
HOMO level (eV): -9.2
ΔE to the lowest compared entry with this formula, charge and spin (eV): 2.324
Net charge: 0
E_tot (eV): -7359.932

Each line ends with the natural charge from an NBO analysis.
Positions of all 14 atoms, in Å:
O -1.537 1.238 0.110  -0.5207
C -0.156 1.374 0.508  -0.0491
C 0.179 -0.035 0.033  -0.1022
C -0.818 -0.983 0.655  -0.4442
C 1.467 -0.449 -0.626  -0.6106
C -1.253 -0.049 -0.424  0.0927
H 1.283 -1.052 -1.521  0.2178
H -1.723 -0.335 -1.362  0.1981
H -0.050 1.600 1.577  0.1739
H 2.037 0.434 -0.938  0.2156
H -0.697 -2.024 0.360  0.2199
H 2.101 -1.039 0.046  0.2142
H 0.343 2.146 -0.092  0.1763
H -1.175 -0.827 1.673  0.2185